(1)
This record from OMol25 describes a structure of composition C17H33BN6Si2Tc in a non-equilibrium geometry. The level of theory is the ωB97M-V functional and the def2-TZVPD basis.

Computed properties:
F_max in eV Å⁻¹: 2.457
HOMO level (spin up / spin down) in eV: -15.63 / -15.57
Net charge: +2
E_LUMO (spin up / spin down) in eV: -8.7 / -9.0
2S+1: 4
E_tot in eV: -45721.321

Element x y z (Å)
H 2.009 3.353 0.041
N 1.267 1.885 -1.284
B 0.369 0.598 -3.300
N 0.875 1.891 -2.621
C 1.039 3.133 -3.105
Tc 0.903 0.286 -0.029
H 0.793 3.333 -4.137
C 1.526 3.950 -2.097
H 1.735 5.003 -2.169
C 1.671 3.143 -0.962
H 0.221 0.742 -4.483
C -2.099 -3.089 2.120
H -1.837 -3.752 2.952
H -1.192 -2.769 1.589
H -2.747 -3.615 1.412
N -0.957 0.221 -2.586
N 1.352 -0.544 -2.955
N -0.985 0.143 -1.215
N 1.605 -0.878 -1.635
C -2.174 -0.096 -3.064
C 2.000 -1.415 -3.747
H -2.352 -0.081 -4.127
H 1.945 -1.297 -4.814
C -2.999 -0.397 -1.988
C 2.650 -2.344 -2.952
C -2.225 -0.225 -0.833
C 2.412 -1.967 -1.630
H -4.020 -0.717 -2.026
H 3.209 -3.207 -3.268
H -2.464 -0.347 0.214
H 2.729 -2.396 -0.700
H -2.607 -2.223 2.501
C 1.393 -1.712 4.195
Si 2.415 -1.110 2.722
C 4.109 -0.586 3.356
C 2.610 -2.651 1.695
C 1.726 0.414 1.792
Si 0.547 1.460 2.892
C 1.538 1.928 4.426
C 0.058 3.051 2.047
C -1.021 0.566 3.392
H 1.954 -2.551 4.636
H 0.414 -2.096 3.879
H 1.244 -0.964 4.983
H 4.518 -1.397 3.976
H 4.789 -0.402 2.512
H 4.059 0.328 3.961
H 1.720 -2.844 1.082
H 3.489 -2.553 1.046
H 2.768 -3.526 2.342
H 2.613 1.085 1.675
H 2.521 2.331 4.149
H 0.980 2.714 4.952
H 1.696 1.104 5.132
H -0.484 2.888 1.108
H -0.606 3.612 2.721
H 0.936 3.674 1.837
H -1.661 0.364 2.524
H -0.847 -0.384 3.905
H -1.583 1.218 4.078

***

(2)
This record from OMol25 describes a structure of composition C17H33BrGeN2O5SbSe4Ti in a non-equilibrium geometry. The level of theory is the ωB97M-V functional and the def2-TZVPD basis.

Computed properties:
F_max in eV Å⁻¹: 3.539
ΔE to the lowest compared entry with this formula, charge and spin in kcal per mole: 88.8
HOMO level (spin up / spin down) in eV: -1.24 / -1.24
Net charge: -2
E_LUMO (spin up / spin down) in eV: 4.0 / 4.0
2S+1: 2
E_tot in eV: -448979.436

Element x y z (Å)
Ti -0.050 0.398 -0.295
C -4.278 -0.703 0.137
O -3.118 -0.451 0.901
C -3.283 -0.742 2.255
C -1.970 -0.774 3.019
O -1.028 0.245 2.612
C 0.062 0.298 3.546
C 1.410 0.205 2.901
O 1.723 1.449 2.290
C 3.087 1.572 1.977
H -4.563 -1.750 0.200
H -5.115 -0.070 0.482
H -4.032 -0.461 -0.893
H -3.958 0.008 2.697
H -3.719 -1.733 2.383
H -2.232 -0.617 4.072
H -1.492 -1.740 2.924
H 0.015 1.255 4.077
H -0.024 -0.522 4.256
H 2.157 -0.041 3.673
H 1.412 -0.594 2.170
H 3.706 1.477 2.881
H 3.399 0.821 1.247
H 3.234 2.562 1.542
Se 0.507 -5.695 -0.173
Sb -1.245 -4.062 0.324
Se -0.265 -1.731 0.099
Se -2.053 -4.384 2.627
Se -3.098 -4.215 -1.279
N -1.861 -0.646 -3.995
N -1.724 -1.351 -2.745
H -1.642 -1.245 -4.780
H -1.167 0.079 -3.981
H -0.868 -1.856 -2.709
H -2.459 -2.039 -2.676
Br 2.859 -4.012 -4.993
C 2.980 -3.302 -3.227
C 3.630 -4.023 -2.253
C 3.756 -3.464 -0.986
C 3.228 -2.213 -0.716
C 2.517 -1.545 -1.689
C 2.398 -2.075 -2.954
C 1.710 -0.323 -1.340
O 1.909 0.305 -0.225
O 0.782 0.141 -2.076
H 3.974 -5.030 -2.449
H 4.208 -4.051 -0.194
H 3.280 -1.789 0.267
H 1.830 -1.543 -3.703
C -1.073 5.082 -1.113
Ge -0.360 3.406 -0.332
C 1.365 3.358 -1.276
C -0.071 3.928 1.539
C -1.520 1.857 -0.458
H -0.316 5.878 -1.028
H -1.973 5.402 -0.567
H -1.339 4.968 -2.171
H 1.928 4.252 -0.984
H 1.188 3.397 -2.352
H 1.979 2.491 -1.067
H -0.552 4.903 1.692
H 0.988 4.022 1.790
H -0.517 3.210 2.225
H -1.995 1.845 -1.432
H -2.268 1.975 0.302

***

(3)
This record from OMol25 describes a cluster of 4 separate species, C17H33FN5O4 in total in a non-equilibrium geometry. The level of theory is the ωB97M-V functional and the def2-TZVPD basis.

Computed properties:
F_max in eV Å⁻¹: 2.366
HOMO level in eV: -11.35
Net charge: +1
E_LUMO in eV: -3.2
E_tot in eV: -36513.276

Element x y z (Å)
C 3.709 -1.998 1.087
O 3.142 -1.842 -0.210
C 4.042 -1.241 -1.122
C 4.273 0.273 -0.831
C 4.093 1.157 -2.071
C 2.614 1.463 -2.439
C 1.687 1.516 -1.279
N 1.828 2.139 -0.105
C 0.729 1.902 0.616
N 0.559 2.348 1.852
C -0.563 2.119 2.753
C -0.137 2.478 4.181
F -1.174 2.225 5.050
N -0.151 1.148 -0.105
C -1.438 0.599 0.114
C -1.641 -0.764 0.100
C -2.868 -1.355 0.342
N -3.935 -0.616 0.600
C -3.732 0.688 0.577
C -2.569 1.379 0.360
N 0.499 0.938 -1.274
H 3.171 -1.383 1.823
H 4.768 -1.729 1.143
H 3.568 -3.040 1.399
H 3.732 -1.389 -2.163
H 5.006 -1.762 -1.013
H 5.330 0.357 -0.544
H 3.712 0.603 0.046
H 4.678 2.077 -2.019
H 4.506 0.595 -2.919
H 2.211 0.797 -3.208
H 2.591 2.465 -2.889
H 1.323 2.905 2.214
H -1.384 2.791 2.475
H -0.911 1.084 2.773
H 0.117 3.542 4.267
H 0.714 1.855 4.485
H -0.788 -1.411 -0.112
H -2.980 -2.435 0.342
H -4.616 1.300 0.761
H -2.516 2.462 0.367
H 0.086 0.404 -2.028
C -6.391 1.274 -2.610
O -6.126 -0.092 -2.300
H -7.177 1.307 -3.361
H -6.726 1.810 -1.718
H -5.494 1.757 -3.009
H -5.432 -0.097 -1.633
C -8.094 -2.467 -2.753
O -7.859 -3.844 -2.454
H -8.879 -2.413 -3.504
H -8.418 -1.939 -1.853
H -7.189 -2.007 -3.142
H -7.166 -3.880 -1.790
C 7.387 -2.674 2.661
O 6.583 -1.495 2.725
H 6.999 -3.307 1.867
H 8.424 -2.415 2.438
H 7.340 -3.217 3.607
H 6.936 -0.945 3.430

***

(4)
This record from OMol25 describes a structure of composition C17H33KN4O7P2. The level of theory is the ωB97M-V functional and the def2-TZVPD basis.

Computed properties:
F_max in eV Å⁻¹: 0.797
ΔE to the lowest compared entry with this formula, charge and spin in kcal per mole: 5.1
HOMO level in eV: -8.96
Net charge: 0
E_LUMO in eV: 0.1
E_tot in eV: -73369.288

Element x y z (Å)
K 0.381 0.222 -0.731
C 2.281 -2.460 1.785
C 2.666 -1.105 1.260
C 2.453 0.053 2.005
C 2.739 1.311 1.490
C 2.450 2.561 2.273
C 3.276 1.402 0.209
C 3.518 0.265 -0.553
C 4.057 0.370 -1.955
C 3.198 -0.980 -0.019
H 1.849 -2.388 2.785
H 3.149 -3.119 1.843
H 1.553 -2.920 1.114
H 2.016 -0.030 2.996
H 1.836 2.348 3.148
H 1.927 3.288 1.647
H 3.372 3.032 2.619
H 3.453 2.381 -0.224
H 4.067 1.405 -2.299
H 3.454 -0.222 -2.648
H 5.078 -0.011 -2.012
H 3.311 -1.868 -0.632
C -3.055 -3.445 -1.514
C -2.323 -2.234 -2.098
O -2.702 -2.057 -3.481
P -2.910 -0.709 -1.265
O -3.244 -1.014 0.225
O -4.375 -0.518 -1.860
O -1.998 0.442 -1.460
P -0.497 -2.563 -1.979
O 0.208 -1.376 -2.870
O -0.278 -3.871 -2.638
O -0.103 -2.232 -0.571
H -4.134 -3.284 -1.539
H -2.749 -3.622 -0.483
H -2.800 -4.331 -2.096
H -2.378 -2.840 -3.946
H -2.471 -1.214 0.890
H -4.367 -0.673 -2.817
H 0.336 -1.663 -3.780
N -0.927 1.318 1.558
C -1.292 1.438 2.966
C -2.170 0.269 3.403
C -1.515 -1.111 3.345
N -1.335 -1.621 1.976
H -0.470 2.151 1.199
H -1.753 1.171 0.984
H -1.826 2.370 3.192
H -0.374 1.445 3.562
H -3.084 0.255 2.801
H -2.478 0.442 4.437
H -2.161 -1.814 3.873
H -0.563 -1.084 3.889
H -1.241 -2.633 1.979
H -0.470 -1.286 1.569
N -0.697 4.309 -2.523
C -0.091 3.424 -3.375
C 0.721 2.665 -2.589
N 0.621 3.061 -1.274
C -0.239 4.047 -1.275
H -1.381 5.004 -2.765
H -0.298 3.403 -4.430
H 1.341 1.842 -2.906
H -0.564 4.606 -0.412

***

(5)
This record from OMol25 describes a structure of composition C17H33MoNO2P2 in a non-equilibrium geometry. The level of theory is the ωB97M-V functional and the def2-TZVPD basis.

Computed properties:
F_max in eV Å⁻¹: 3.019
HOMO level (spin up / spin down) in eV: -5.97 / -7.45
Net charge: 0
E_LUMO (spin up / spin down) in eV: -0.1 / -0.8
2S+1: 3
E_tot in eV: -44180.713

Element x y z (Å)
Mo -0.045 -0.064 -0.002
P -1.563 -1.909 0.277
P 1.618 1.830 -0.140
N 0.421 -0.634 -1.660
H -1.736 0.344 2.165
C -3.218 -1.478 -0.330
H -3.909 -2.305 -0.123
H -3.177 -1.296 -1.411
H -3.572 -0.566 0.168
C -1.809 -2.564 1.948
H -2.636 -3.284 1.926
H -2.057 -1.747 2.635
H -0.898 -3.058 2.305
C -1.054 -3.351 -0.723
H -1.691 -4.208 -0.455
H -0.001 -3.599 -0.528
H -1.171 -3.125 -1.792
C 0.763 3.300 -0.765
H 1.442 4.161 -0.757
H -0.101 3.494 -0.121
H 0.416 3.107 -1.786
C 2.438 2.384 1.385
H 3.077 3.246 1.158
H 3.044 1.573 1.801
H 1.676 2.666 2.117
C 3.012 1.550 -1.277
H 3.719 2.388 -1.206
H 2.639 1.463 -2.304
H 3.518 0.615 -1.011
C 0.950 -1.177 -2.789
C 0.866 -1.545 -5.196
C 0.349 -0.960 -4.054
C 2.117 -1.986 -2.727
C 2.633 -2.565 -3.876
C 2.011 -2.350 -5.107
H 0.378 -1.380 -6.159
H -0.551 -0.342 -4.078
H 2.567 -2.149 -1.752
H 3.525 -3.197 -3.808
H 2.421 -2.804 -6.012
C -1.674 1.501 2.355
O -0.514 1.865 1.708
C -2.945 2.111 1.738
H -3.489 2.678 2.507
H -3.623 1.329 1.364
H -2.690 2.800 0.923
C -1.469 1.928 3.825
H -1.168 2.984 3.812
H -0.662 1.366 4.306
H -2.381 1.854 4.430
C 1.338 -1.002 2.503
C 1.516 -1.036 1.024
O 2.451 -1.538 0.393
H 0.550 -0.298 2.811
H 2.279 -0.676 2.977
H 1.089 -2.015 2.857

***

(6)
This record from OMol25 describes a cluster of 2 separate species, C17H33N2O2 in total in a non-equilibrium geometry. The level of theory is the ωB97M-V functional and the def2-TZVPD basis.

Computed properties:
F_max in eV Å⁻¹: 2.161
ΔE to the lowest compared entry with this formula, charge and spin in kcal per mole: 87.3
HOMO level in eV: -11.59
Net charge: +1
E_LUMO in eV: -3.7
E_tot in eV: -25230.974

Element x y z (Å)
C -0.329 2.586 2.027
C -1.116 3.464 1.502
C -2.200 3.109 0.517
C -1.679 3.174 -0.981
C -1.952 1.878 -1.787
C -0.724 1.696 -2.727
C -0.406 0.204 -3.003
C 0.974 -0.288 -2.540
C 0.956 -1.017 -1.170
C 1.705 -0.236 -0.050
C 2.841 -1.036 0.592
C 3.998 -0.169 1.135
C 3.588 1.241 1.616
C 0.336 2.587 -2.093
O 1.488 2.701 -2.337
N -0.243 3.439 -1.081
H 0.373 2.871 2.796
H -0.346 1.564 1.670
H -0.996 4.498 1.793
H -2.979 3.861 0.597
H -2.589 2.117 0.736
H -2.343 3.907 -1.440
H -2.754 2.115 -2.479
H -2.116 0.992 -1.178
H -0.916 2.162 -3.696
H -1.205 -0.414 -2.595
H -0.456 0.055 -4.081
H 1.284 -1.050 -3.257
H 1.749 0.471 -2.561
H -0.070 -1.268 -0.871
H 1.467 -1.973 -1.294
H 2.078 0.681 -0.506
H 0.993 0.059 0.721
H 2.475 -1.652 1.412
H 3.268 -1.690 -0.170
H 4.736 -0.037 0.346
H 4.520 -0.678 1.943
H 4.152 1.555 2.492
H 2.533 1.336 1.865
H 3.832 1.963 0.839
H -0.141 4.352 -1.523
C -0.716 -4.534 2.423
C -0.886 -3.254 1.686
O -0.131 -2.343 1.655
N -2.114 -3.010 0.841
C -3.254 -3.968 0.857
H 0.242 -4.510 2.933
H -1.512 -4.656 3.161
H -0.726 -5.377 1.730
H -2.385 -2.050 1.081
H -1.731 -2.869 -0.103
H -3.945 -3.681 0.069
H -3.747 -3.906 1.823
H -2.881 -4.970 0.670

***

(7)
This record from OMol25 describes a structure of composition C17H33N8RuS2 in a non-equilibrium geometry. The level of theory is the ωB97M-V functional and the def2-TZVPD basis.

Computed properties:
F_max in eV Å⁻¹: 2.977
HOMO level (spin up / spin down) in eV: -17.14 / -17.24
Net charge: +3
E_LUMO (spin up / spin down) in eV: -12.1 / -12.0
E_tot in eV: -54310.696

Element x y z (Å)
Ru -0.012 0.343 -1.284
C 0.257 3.603 -4.166
C 0.493 2.419 -3.311
N -0.500 1.759 -2.749
N -1.733 2.054 -3.065
C -2.726 1.432 -2.502
N -3.976 1.649 -2.847
S -2.365 0.283 -1.196
C 1.814 1.925 -2.974
C 2.997 2.411 -3.543
C 4.211 1.868 -3.161
C 4.226 0.854 -2.208
C 3.020 0.428 -1.672
N 1.849 0.933 -2.050
H -0.799 3.695 -4.413
H 0.845 3.585 -5.083
H 0.555 4.502 -3.620
H -4.199 2.334 -3.559
H -4.741 1.138 -2.431
H 2.955 3.204 -4.274
H 5.133 2.225 -3.599
H 5.155 0.412 -1.884
H 3.005 -0.344 -0.909
C -0.863 -1.639 5.006
C 0.258 -0.616 4.850
N 0.439 -0.275 3.440
C 0.003 0.712 2.689
S 0.621 0.638 1.030
N -0.764 1.733 2.999
C -1.454 2.047 4.248
C -0.665 2.999 5.135
H -0.971 -1.901 6.055
H -0.633 -2.547 4.453
H -1.816 -1.247 4.653
H 1.200 -1.054 5.190
H 0.073 0.277 5.442
H 0.995 -0.967 2.951
H -0.850 2.450 2.288
H -1.680 1.118 4.765
H -2.400 2.518 3.976
H 0.305 2.595 5.407
H -1.229 3.172 6.047
H -0.515 3.958 4.649
C -0.296 -2.973 0.730
C -0.371 -3.174 -0.782
C 0.434 -4.403 -1.219
C -1.821 -3.273 -1.238
N 0.300 -1.970 -1.360
N 0.212 -1.734 -2.751
H -0.728 -3.827 1.242
H -0.849 -2.074 1.013
H 0.741 -2.881 1.048
H -0.022 -5.296 -0.798
H 1.460 -4.359 -0.855
H 0.445 -4.518 -2.302
H -2.311 -4.051 -0.660
H -1.918 -3.552 -2.284
H -2.361 -2.343 -1.064
H 1.291 -2.039 -1.093
H -0.691 -2.063 -3.103
H 0.966 -2.152 -3.301

***

(8)
This record from OMol25 describes an isolated molecule of C17H33NO2. The level of theory is the ωB97M-V functional and the def2-TZVPD basis.

Computed properties:
F_max in eV Å⁻¹: 0.508
ΔE to the lowest compared entry with this formula, charge and spin in kcal per mole: 1.0
HOMO level in eV: -8.48
Net charge: 0
E_LUMO in eV: 0.8
SMILES string: COC(=O)CCCCCCCCCCN1CCCCC1
E_tot in eV: -23750.400

Element x y z (Å)
C 2.083 4.984 1.734
H 2.598 5.933 1.568
H 1.217 4.936 1.071
H 1.777 4.893 2.773
O 2.960 3.896 1.479
C 3.398 3.769 0.218
O 3.081 4.515 -0.669
C 4.325 2.585 0.079
H 4.352 2.043 1.024
C 3.873 1.677 -1.068
C 2.541 0.997 -0.760
C 2.094 0.080 -1.896
C 0.766 -0.608 -1.589
C 0.320 -1.519 -2.730
C -1.053 -2.147 -2.494
C -1.050 -3.185 -1.374
C -2.404 -3.868 -1.186
H -2.756 -4.272 -2.138
H -2.282 -4.708 -0.500
C -3.470 -2.910 -0.644
N -2.996 -2.172 0.511
C -3.700 -0.922 0.718
C -2.991 -0.097 1.788
C -2.941 -0.874 3.098
C -2.278 -2.223 2.844
C -3.009 -2.962 1.727
H -2.509 -3.912 1.531
H -4.046 -3.184 2.049
H -1.242 -2.066 2.541
H -2.284 -2.832 3.750
H -2.387 -0.314 3.854
H -3.957 -1.030 3.469
H -1.974 0.111 1.451
H -3.511 0.853 1.923
H -3.707 -0.368 -0.225
H -4.752 -1.090 1.021
H -3.720 -2.188 -1.424
H -4.390 -3.480 -0.418
H -0.298 -3.945 -1.599
H -0.785 -2.706 -0.433
H -1.763 -1.355 -2.252
H -1.387 -2.626 -3.418
H 1.061 -2.309 -2.874
H 0.285 -0.931 -3.651
H -0.001 0.150 -1.415
H 0.870 -1.190 -0.672
H 1.996 0.666 -2.812
H 2.861 -0.678 -2.070
H 1.778 1.761 -0.593
H 2.634 0.415 0.160
H 3.773 2.281 -1.971
H 4.637 0.918 -1.246
H 5.323 2.973 -0.137

***

What is the formula in the second record? C17H33BrGeN2O5SbSe4Ti